1.
The following is a quantum chemistry calculation of C34H42AlBCaCl5F14LiN4NaO9S2 as an isolated structure at a distorted geometry, from the OMol25 dataset.

Element x y z (Å)
C1 1.768 -0.507 0.916
C2 1.779 0.667 -0.046
C3 0.407 0.941 -0.600
N1 0.332 2.201 -1.435
C4 1.003 3.374 -0.853
C5 1.184 4.499 -1.848
O1 0.640 4.799 -2.828
Cl1 2.672 5.554 -1.354
C6 -1.146 2.299 -1.722
C7 -1.387 0.847 -2.187
C8 -0.402 -0.093 -1.454
C9 0.599 -0.780 -2.458
C10 1.228 0.208 -3.409
N2 2.454 0.557 -3.409
C11 -1.008 -1.227 -0.578
C12 -2.421 -1.719 -0.929
C13 -2.662 -1.999 -2.428
C14 -3.545 -0.871 -0.293
H1 0.894 -0.408 1.560
H2 1.690 -1.477 0.434
H3 2.634 -0.477 1.571
H4 2.544 0.528 -0.810
H5 2.118 1.531 0.536
H6 -0.235 1.104 0.274
H7 0.752 2.099 -2.371
H8 0.434 3.761 -0.004
H9 1.996 3.105 -0.501
H10 -1.362 2.910 -2.597
H11 -1.707 2.638 -0.853
H12 -1.204 0.921 -3.250
H13 -2.444 0.610 -2.140
H14 0.048 -1.539 -3.014
H15 1.390 -1.315 -1.929
H16 0.585 0.740 -4.106
H17 2.979 -0.005 -2.733
H18 -1.002 -0.981 0.480
H19 -0.335 -2.076 -0.696
H20 -2.508 -2.681 -0.427
H21 -3.702 -1.776 -2.673
H22 -2.534 -3.056 -2.657
H23 -2.054 -1.409 -3.107
H24 -3.160 -0.211 0.486
H25 -4.273 -1.545 0.153
H26 -4.077 -0.267 -1.032
C15 -0.970 8.955 1.008
C16 -2.149 8.554 0.140
O2 -3.290 8.740 0.482
N3 -1.864 7.960 -1.066
C17 -0.573 7.650 -1.610
H27 -1.347 9.407 1.920
H28 -0.368 8.081 1.282
H29 -0.343 9.695 0.496
H30 -2.676 7.717 -1.618
H31 -0.416 8.167 -2.566
H32 -0.477 6.578 -1.783
H33 0.191 7.968 -0.897
F1 -1.138 2.544 -5.625
Al1 -1.022 4.239 -5.728
F2 0.600 4.665 -5.618
F3 -1.812 4.789 -4.313
F4 -1.753 4.812 -7.109
C18 -9.229 -4.753 3.073
F5 -9.914 -5.719 2.432
F6 -9.890 -3.580 2.730
F7 -9.496 -4.921 4.374
S1 -7.424 -4.729 2.670
O3 -7.420 -4.482 1.263
O4 -7.000 -6.006 3.138
N4 -7.080 -3.501 3.588
S2 -5.553 -3.046 3.670
O5 -5.052 -2.428 2.487
O6 -4.713 -3.919 4.412
C19 -5.809 -1.636 4.820
F8 -6.340 -1.975 5.984
F9 -6.631 -0.657 4.286
F10 -4.651 -1.005 5.060
Na1 -5.745 1.415 4.664
Li1 -11.607 -4.439 3.056
B1 -1.098 -1.888 2.994
F11 -2.166 -2.460 2.294
F12 -1.354 -1.850 4.364
F13 0.085 -2.588 2.719
F14 -0.930 -0.531 2.526
Ca1 2.137 8.294 -0.883
C20 6.640 1.614 -0.934
C21 7.959 1.904 -0.612
C22 8.801 0.887 -0.185
C23 8.314 -0.412 -0.056
C24 6.979 -0.692 -0.355
C25 6.155 0.327 -0.806
C26 6.405 -2.057 -0.182
O7 5.242 -2.274 -0.456
C27 7.301 -3.125 0.337
C28 6.784 -4.394 0.560
C29 7.608 -5.402 1.030
C30 8.954 -5.147 1.272
C31 9.473 -3.882 1.056
C32 8.650 -2.863 0.596
C33 9.228 -1.500 0.401
O8 10.401 -1.281 0.615
H34 5.986 2.405 -1.279
H35 8.324 2.923 -0.710
H36 9.833 1.096 0.060
H37 5.123 0.113 -1.053
H38 5.737 -4.583 0.366
H39 7.204 -6.390 1.208
H40 9.597 -5.939 1.634
H41 10.517 -3.674 1.246
C34 -9.850 -9.773 2.882
Cl2 -9.731 -8.291 3.849
Cl3 -11.257 -9.651 1.812
Cl4 -8.390 -9.953 1.923
Cl5 -10.045 -11.157 3.954
O9 9.360 4.206 -2.075
H42 9.713 3.835 -2.895

Output
calculated total energy: -212986.8751 eV
orbital gap: 1.6979 eV
spin multiplicity: 1
LUMO energy: -6.538 eV
total charge: +1


2.
The following is a quantum chemistry calculation of C34H42AsMnN2OP2S as an isolated structure, from the OMol25 dataset.

Element x y z (Å)
Mn1 -0.243 -0.415 -0.132
C1 3.403 -1.063 -1.002
P1 2.190 -0.093 -0.021
C2 2.896 1.583 -0.191
C3 2.656 -0.437 1.724
C4 3.997 -0.522 2.101
C5 4.348 -0.699 3.428
C6 3.359 -0.776 4.401
C7 2.026 -0.698 4.035
C8 1.663 -0.542 2.697
P2 -0.089 -0.557 2.174
C9 -0.916 0.681 3.215
C10 -0.692 -2.133 2.868
H1 4.310 -0.483 -1.171
H2 2.962 -1.311 -1.968
H3 3.659 -1.989 -0.492
H4 3.917 1.588 0.191
H5 2.302 2.308 0.360
H6 2.906 1.866 -1.243
H7 4.776 -0.446 1.352
H8 5.392 -0.768 3.706
H9 3.628 -0.902 5.441
H10 1.264 -0.764 4.802
H11 -0.840 0.428 4.272
H12 -1.966 0.721 2.923
H13 -0.474 1.662 3.039
H14 -0.470 -2.200 3.933
H15 -0.213 -2.961 2.347
H16 -1.770 -2.201 2.715
S1 -2.570 -0.317 -0.380
C11 -3.257 1.299 -0.198
C12 -4.625 1.419 0.049
C13 -5.205 2.670 0.176
C14 -4.436 3.820 0.059
C15 -3.078 3.713 -0.197
C16 -2.491 2.460 -0.338
As1 -0.613 2.189 -0.673
C17 0.081 3.989 -0.433
C18 0.594 4.347 0.811
C19 1.045 5.639 1.039
C20 0.986 6.579 0.021
C21 0.465 6.230 -1.218
C22 0.012 4.939 -1.447
C23 -0.533 1.998 -2.615
C24 -1.614 1.501 -3.333
C25 -1.509 1.301 -4.703
C26 -0.326 1.593 -5.364
C27 0.756 2.096 -4.653
C28 0.653 2.295 -3.285
H17 -5.221 0.521 0.145
H18 -6.267 2.749 0.373
H19 -4.888 4.797 0.167
H20 -2.477 4.609 -0.289
H21 0.629 3.616 1.612
H22 1.443 5.910 2.008
H23 1.341 7.587 0.193
H24 0.407 6.966 -2.009
H25 -0.400 4.674 -2.412
H26 -2.542 1.270 -2.824
H27 -2.359 0.918 -5.253
H28 -0.246 1.440 -6.432
H29 1.675 2.343 -5.169
H30 1.487 2.727 -2.746
C29 1.680 -3.724 0.827
N1 0.504 -4.367 0.278
C30 0.413 -5.806 0.509
C31 -0.486 -6.453 -0.519
C32 -1.787 -5.681 -0.564
N2 -1.520 -4.280 -0.862
C33 -2.552 -3.568 -1.600
C34 -0.420 -3.647 -0.414
O1 -0.240 -2.425 -0.642
H31 2.575 -4.003 0.265
H32 1.814 -4.030 1.867
H33 1.555 -2.649 0.791
H34 0.035 -5.993 1.520
H35 1.423 -6.217 0.455
H36 -0.665 -7.496 -0.262
H37 -0.012 -6.419 -1.502
H38 -2.323 -5.771 0.388
H39 -2.440 -6.065 -1.347
H40 -2.735 -4.074 -2.549
H41 -2.238 -2.551 -1.796
H42 -3.480 -3.545 -1.027

Output
calculated total energy: -162535.6361 eV
orbital gap (alpha / beta): 7.6802 / 7.9178 eV
spin multiplicity: 2
⟨S²⟩: 0.949
LUMO energy (alpha / beta): -1.980 / -1.810 eV
total charge: +1